# 1
Below is a molecular structure, C30H19IMnN5O6, with properties calculated with ωB97M-V with the def2-TZVPD basis set.

Output
<S²>: 3.854
Gap between HOMO and LUMO (spin up / spin down) in eV: 6.44 / 6.62
Total charge: +1
2S+1: 4

Each line ends with the Löwdin charge.
Positions of all 62 atoms, in Å:
I (1.220, 4.685, -2.724)  0.9567
Mn (0.019, -0.264, 0.133)  0.9296
O (0.929, -1.854, 0.087)  -0.1191
O (-5.427, 1.237, 1.317)  0.1709
O (-3.022, 2.296, 0.512)  0.1298
O (1.990, -3.504, 1.158)  0.1543
O (-6.123, -0.810, 1.858)  0.1438
O (-1.000, 1.360, 0.250)  -0.1273
N (1.529, 1.004, -0.551)  0.0090
N (-3.601, -1.911, 1.478)  0.2165
N (0.895, -1.045, -9.496)  0.1799
N (0.926, -0.322, 2.139)  0.1019
N (-1.746, -0.996, 0.850)  0.0930
C (-0.526, 0.035, -6.494)  -0.0078
C (0.865, 2.443, 5.262)  -0.0454
C (2.146, -0.971, 4.560)  0.0406
C (1.458, 1.230, 5.456)  -0.0126
C (1.520, -2.403, 1.128)  -0.5403
C (-0.206, -0.802, -4.259)  -0.2310
C (-3.881, -0.579, 1.303)  -0.0408
C (2.718, 1.070, 0.063)  -0.0809
C (-2.713, -0.021, 0.898)  -0.0941
C (0.333, 1.865, 2.979)  0.0019
C (-0.494, -0.553, -1.650)  -0.0223
C (-0.383, -0.678, -2.854)  -0.0226
C (3.552, 2.160, -0.069)  -0.0174
C (0.317, -0.964, -6.981)  -0.2128
C (0.308, 2.765, 4.007)  -0.0345
C (-5.258, -0.050, 1.516)  -0.4715
C (-1.630, -3.464, 1.258)  0.0416
C (-2.310, -2.146, 1.195)  -0.2669
C (0.626, -1.019, -8.379)  -0.1714
C (-0.787, 0.115, -5.142)  -0.0075
C (1.930, 3.145, -1.510)  -0.6849
C (2.170, -1.849, 3.512)  0.0346
C (1.151, 2.015, -1.346)  -0.1753
C (1.536, -1.478, 2.325)  -0.1763
C (1.511, 0.279, 4.411)  -0.1342
C (-2.277, 1.339, 0.527)  -0.4928
C (3.148, 3.233, -0.849)  -0.0874
C (0.880, -1.897, -6.108)  -0.0064
C (0.619, -1.819, -4.756)  -0.0034
C (0.916, 0.592, 3.158)  -0.1676
H (-2.353, -4.275, 1.305)  0.0986
H (4.507, 2.169, 0.436)  0.1231
H (2.616, -1.223, 5.503)  0.1333
H (3.766, 4.114, -0.950)  0.1136
H (2.658, -2.812, 3.564)  0.1329
H (1.051, -2.534, -4.070)  0.1257
H (-0.969, 0.743, -7.180)  0.1273
H (1.899, 0.975, 6.411)  0.1245
H (-1.001, -3.594, 0.379)  0.0949
H (3.015, 0.213, 0.651)  0.1218
H (-4.610, 1.720, 1.046)  0.0877
H (-4.303, -2.578, 1.773)  0.1901
H (-0.088, 2.122, 2.019)  0.0949
H (-1.443, 0.885, -4.757)  0.1236
H (1.521, -2.676, -6.498)  0.1275
H (0.824, 3.164, 6.067)  0.1173
H (0.213, 1.905, -1.867)  0.0947
H (-0.989, -3.523, 2.139)  0.0994
H (-0.141, 3.737, 3.857)  0.1195

Cartesian forces, eV/Å:
0.11 -0.16 0.11
-0.49 0.37 0.30
-0.09 -0.06 -0.56
-0.19 0.20 0.03
0.12 0.01 0.04
-0.03 0.01 -0.10
-0.01 0.01 -0.02
0.49 -0.08 -0.17
-0.33 -0.04 0.43
-0.07 0.07 0.04
-0.04 -0.02 0.03
-0.11 0.14 -0.17
0.52 0.01 -0.19
0.01 -0.03 -0.11
0.03 -0.03 0.06
-0.03 -0.03 -0.05
0.02 0.04 0.09
0.06 0.16 0.58
0.10 -0.06 -0.35
0.00 0.14 -0.17
0.13 -0.23 -0.02
0.11 0.02 0.07
-0.06 0.09 -0.10
0.22 -0.01 -0.16
-0.24 0.03 0.33
0.05 0.04 -0.08
-0.05 0.02 0.30
0.04 -0.07 -0.03
0.14 -0.20 0.09
-0.02 -0.02 -0.01
0.22 -0.09 -0.07
0.06 0.00 -0.19
-0.01 -0.04 0.15
-0.01 0.16 -0.13
0.05 -0.04 0.09
0.03 -0.03 -0.14
-0.06 0.03 -0.14
-0.09 -0.02 -0.21
-0.33 -0.32 0.14
-0.11 -0.07 -0.02
0.00 -0.02 -0.12
-0.09 0.09 0.10
0.01 0.10 0.21
-0.01 0.01 0.01
-0.01 -0.02 0.02
-0.01 0.02 0.01
0.02 -0.01 0.00
-0.03 -0.01 -0.03
0.02 0.01 -0.01
0.01 0.00 0.00
0.01 0.01 -0.01
-0.02 -0.02 0.00
-0.08 0.05 0.05
0.05 -0.07 -0.06
0.01 -0.04 0.00
0.01 0.01 0.02
0.03 0.01 -0.01
0.00 0.01 -0.01
0.01 -0.01 0.00
-0.07 0.01 0.13
-0.03 0.00 0.01
-0.01 -0.01 -0.02

# 2
Below is a molecular structure, C30H20BrF4IrN4O7S, with properties calculated with ωB97M-V with the def2-TZVPD basis set.

Output
<S²>: 0.819
Gap between HOMO and LUMO (spin up / spin down) in eV: 3.64 / 4.01
Total charge: +1
2S+1: 2

Each line ends with the Löwdin charge.
Positions of all 68 atoms, in Å:
Ir (0.021, 0.129, -0.482)  1.4267
Br (-0.591, 5.178, 6.133)  0.8793
S (0.181, 0.917, 2.560)  0.5517
F (-6.343, 2.410, 0.001)  0.0844
F (0.420, 0.535, 5.110)  0.1326
F (0.654, -1.269, 3.929)  0.1668
F (-1.317, -0.430, 4.240)  0.1587
O (-0.809, -3.839, -0.516)  0.0849
O (-0.415, -0.042, 1.539)  -0.4315
O (0.049, -1.819, -0.733)  -0.1793
O (-0.647, 2.069, 2.745)  -0.2662
O (-1.971, 0.274, -0.666)  -0.1866
O (2.069, 0.149, -0.473)  -0.0362
O (1.592, 1.099, 2.370)  -0.2661
N (4.119, 4.759, 1.217)  0.1510
N (3.538, 5.741, 1.797)  0.1783
N (0.372, 2.152, -0.322)  -0.0418
N (-4.625, -2.800, -0.103)  0.0525
C (2.573, 1.281, -0.257)  -0.3156
C (-5.910, 1.145, -0.037)  -0.2528
C (-0.522, 3.130, -0.257)  -0.0523
C (2.629, 5.542, 2.802)  -0.2617
C (-0.954, -2.639, -0.547)  -0.5587
C (-6.949, -3.554, -0.400)  -0.1432
C (1.192, 4.732, 0.223)  0.0264
C (3.981, 1.492, -0.172)  0.0730
C (-6.843, 0.124, 0.136)  0.0674
C (-5.081, -1.484, -0.093)  -0.0544
C (1.679, 2.430, -0.125)  -0.1563
C (-4.586, 0.891, -0.240)  0.0805
C (2.022, 6.698, 3.328)  0.0351
C (-3.328, -3.036, -0.228)  0.0491
C (0.717, 5.329, 4.790)  -0.6238
C (2.279, 4.274, 3.310)  0.0447
C (-4.154, -0.443, -0.272)  -0.0370
C (1.067, 6.590, 4.313)  -0.0834
C (4.435, 2.710, 0.196)  0.0351
C (2.135, 3.696, 0.209)  -0.0748
C (-2.349, -2.072, -0.392)  -0.0107
C (1.324, 4.176, 4.296)  -0.0739
C (-5.075, -5.210, -0.606)  -0.0362
C (3.559, 3.810, 0.524)  -0.1700
C (-0.132, 4.444, -0.026)  0.0110
C (-2.747, -0.732, -0.457)  -0.2545
C (-0.034, -0.146, 4.056)  -0.6792
C (-5.568, -3.951, 0.092)  -0.2826
C (-7.433, -2.304, 0.310)  -0.1214
C (-6.445, -1.191, 0.118)  -0.1265
H (-7.548, -2.509, 1.379)  0.1349
H (-1.556, 2.840, -0.380)  0.1238
H (-2.997, -4.063, -0.212)  0.1335
H (0.592, 7.473, 4.717)  0.1163
H (-4.229, -5.678, -0.107)  0.0855
H (2.320, 7.663, 2.941)  0.1341
H (-0.881, 5.222, -0.008)  0.1248
H (4.636, 0.649, -0.336)  0.1446
H (-7.882, 0.384, 0.288)  0.1384
H (-6.913, -3.395, -1.482)  0.1395
H (-5.608, -4.118, 1.172)  0.1623
H (1.044, 3.208, 4.689)  0.1044
H (5.491, 2.892, 0.354)  0.1309
H (-3.879, 1.695, -0.364)  0.1233
H (-8.412, -1.996, -0.058)  0.1263
H (-7.624, -4.389, -0.219)  0.1276
H (-5.886, -5.936, -0.610)  0.0915
H (2.750, 3.373, 2.943)  0.1222
H (-4.803, -5.002, -1.642)  0.1036
H (1.494, 5.747, 0.433)  0.1199

Cartesian forces, eV/Å:
1.34 0.70 -1.69
0.39 0.04 -0.38
-1.53 -2.23 -1.26
-0.05 0.13 0.00
0.06 0.04 0.33
0.00 0.04 0.06
0.02 0.02 0.05
-0.08 -0.38 -0.01
0.41 0.70 2.46
-0.55 -0.55 0.08
0.11 0.69 0.29
-0.39 -0.23 0.09
-0.55 0.57 0.05
0.54 0.40 0.25
-1.57 0.93 -0.09
-0.10 -0.26 0.32
0.19 -0.78 -0.13
-0.15 -0.07 -0.03
-0.92 -0.17 -0.22
0.10 -0.16 -0.01
0.01 0.57 0.14
0.80 -0.21 -0.35
0.46 0.47 -0.09
0.02 -0.05 -0.01
0.49 -0.21 -0.01
0.41 0.56 0.31
0.01 0.00 -0.01
0.02 0.12 0.05
0.17 -0.46 -0.14
-0.11 0.01 0.01
-0.11 0.35 0.30
0.22 0.11 -0.03
-0.35 0.01 0.31
-0.26 -0.39 0.43
-0.12 -0.10 0.03
0.13 0.41 -0.29
0.43 -0.54 -0.19
-0.42 0.76 -0.34
-0.07 -0.19 0.02
0.31 -0.48 -0.29
-0.02 -0.01 0.02
0.51 -0.72 0.62
-0.36 -0.20 0.02
0.35 0.37 -0.09
0.11 0.25 -0.33
0.07 0.11 0.02
-0.03 -0.02 0.00
0.04 0.07 -0.02
0.00 -0.01 0.00
0.00 -0.01 -0.05
0.03 0.00 -0.01
0.00 0.00 -0.01
0.02 0.01 -0.01
0.01 0.02 -0.01
0.01 0.02 -0.02
0.06 0.01 -0.01
-0.01 -0.01 0.00
0.00 0.02 0.00
-0.06 -0.03 -0.01
0.00 0.01 -0.05
-0.01 -0.05 -0.06
0.01 -0.01 -0.02
0.00 0.00 -0.01
-0.01 0.00 0.01
-0.01 -0.01 0.02
0.00 -0.04 0.07
-0.01 0.00 -0.01
0.00 0.08 -0.11

# 3
Below is a molecular structure, C30H20BrF5MnN3O6S2, with properties calculated with ωB97M-V with the def2-TZVPD basis set.

Output
<S²>: 4.017
Gap between HOMO and LUMO (spin up / spin down) in eV: 5.58 / 7.80
Total charge: -1
2S+1: 4

Each line ends with the Löwdin charge.
Positions of all 68 atoms, in Å:
Br (0.691, -2.429, -0.609)  0.3766
Mn (-0.501, -0.506, -0.151)  0.3739
S (-3.107, -1.919, 1.230)  0.5671
S (-1.809, -1.015, -1.959)  0.7673
F (-6.301, 2.623, -0.752)  0.1122
F (-4.552, -0.989, -3.184)  0.0926
F (-6.582, 0.677, -2.631)  0.1116
F (-1.875, 1.220, 0.000)  0.0401
F (-3.922, 2.892, 0.563)  0.1289
O (2.759, -0.025, -0.458)  0.0266
O (-4.039, -0.914, 1.686)  -0.2994
O (0.436, 0.219, 1.304)  -0.1367
O (0.586, 0.371, 3.521)  0.0811
O (-0.862, 1.978, -2.405)  0.0525
O (-3.368, -2.597, -0.006)  -0.3275
N (-1.600, -1.339, 1.249)  -0.3068
N (1.391, 2.340, -2.562)  0.1382
N (0.688, 0.675, -1.240)  0.0325
C (-5.418, 0.813, -1.983)  -0.1338
C (-3.756, -3.022, 3.671)  -0.0475
C (3.648, 1.444, -2.999)  -0.1171
C (-2.906, -5.154, 4.434)  -0.2766
C (0.276, 1.688, -2.100)  -0.5316
C (3.508, 5.221, -0.324)  -0.0888
C (2.612, 1.884, -1.959)  -0.2558
C (5.588, 0.790, -4.907)  -0.1030
C (2.898, 4.267, -1.127)  -0.0282
C (-3.050, 1.080, -0.675)  -0.2233
C (5.465, 0.046, -3.744)  -0.0782
C (-2.184, -5.268, 3.249)  -0.0344
C (-4.073, 1.945, -0.364)  -0.1372
C (4.479, 4.844, 0.590)  -0.1006
C (-5.277, 1.806, -1.032)  -0.1307
C (-3.038, -3.163, 2.494)  -0.2921
C (-4.367, -0.044, -2.256)  -0.2213
C (-3.688, -4.020, 4.631)  -0.0403
C (-2.247, -4.282, 2.278)  -0.0445
C (2.055, 0.705, -1.111)  -0.4265
C (-1.167, -0.952, 2.601)  -0.1613
C (0.045, -0.057, 2.530)  -0.5859
C (4.737, 1.867, -5.116)  -0.0893
C (-2.852, -6.234, 5.483)  -0.0572
C (4.508, 0.372, -2.792)  -0.0131
C (-3.145, 0.066, -1.607)  -0.4673
C (3.778, 2.187, -4.169)  -0.0305
C (3.253, 2.928, -1.033)  -0.1169
C (4.834, 3.506, 0.692)  -0.0736
C (4.233, 2.555, -0.117)  -0.0103
H (-4.357, -2.135, 3.817)  0.1122
H (6.336, 0.533, -5.646)  0.0949
H (4.946, 5.584, 1.227)  0.0954
H (1.280, 3.124, -3.177)  0.1343
H (-1.683, -4.367, 1.357)  0.1157
H (4.501, 1.512, -0.023)  0.1117
H (3.210, 6.259, -0.405)  0.0974
H (-0.903, -1.831, 3.196)  0.1277
H (-1.945, -0.404, 3.140)  0.1313
H (5.578, 3.195, 1.415)  0.1010
H (-2.104, -6.986, 5.237)  0.0706
H (6.116, -0.802, -3.572)  0.1001
H (2.120, 4.578, -1.811)  0.1043
H (4.416, -0.213, -1.888)  0.1062
H (-3.816, -6.739, 5.575)  0.0794
H (-4.251, -3.915, 5.552)  0.1122
H (4.818, 2.458, -6.019)  0.0974
H (-2.607, -5.818, 6.461)  0.0780
H (3.127, 3.033, -4.353)  0.1067
H (-1.564, -6.142, 3.085)  0.1097

Cartesian forces, eV/Å:
0.13 -0.42 -0.12
0.03 0.11 0.01
0.17 -0.15 0.07
0.01 0.13 -0.03
0.05 -0.04 -0.02
0.02 0.03 0.04
0.02 0.02 0.02
-0.18 0.13 0.15
0.01 -0.02 -0.02
-0.02 -0.08 0.09
-0.11 -0.04 0.02
-0.19 -0.04 0.19
-0.01 -0.03 0.14
0.00 0.06 -0.05
-0.12 0.04 0.05
0.15 0.37 -0.07
-0.10 0.03 -0.11
0.12 -0.19 0.12
0.01 -0.04 0.01
0.02 -0.03 -0.05
0.01 -0.01 0.03
-0.01 0.00 0.00
0.03 -0.01 -0.03
0.01 -0.01 0.02
0.01 0.00 0.03
-0.03 0.01 0.01
-0.03 0.03 0.04
0.17 0.06 0.07
0.00 0.00 0.00
0.01 -0.01 -0.01
-0.09 -0.02 -0.06
-0.02 -0.01 -0.01
-0.01 0.06 0.05
-0.08 -0.07 0.05
-0.05 -0.05 -0.07
-0.02 0.01 0.02
0.00 0.02 0.00
-0.11 0.14 -0.07
-0.11 -0.10 -0.07
0.22 0.16 -0.24
0.01 -0.02 0.01
0.02 0.00 0.01
-0.01 0.00 0.00
0.06 -0.07 -0.08
0.00 0.02 -0.03
-0.01 0.00 -0.08
-0.01 -0.02 -0.01
0.02 0.02 -0.03
-0.01 0.01 0.00
0.00 0.00 -0.01
0.01 0.00 0.00
0.01 0.00 0.04
0.00 0.00 -0.02
0.00 -0.02 0.01
0.00 0.01 -0.01
0.00 0.03 0.03
-0.02 -0.01 -0.01
0.01 0.00 0.00
0.01 0.01 -0.01
0.01 0.00 0.00
0.01 0.00 0.01
0.00 -0.02 0.00
-0.01 0.01 -0.01
0.00 0.00 0.00
0.00 0.01 0.00
0.00 0.00 0.00
0.00 0.00 0.01
0.00 0.00 0.00

# 4
Below is a molecular structure, C30H20Cl3CoIN2O4PS, with properties calculated with ωB97M-V with the def2-TZVPD basis set.

Output
<S²>: 6.061
Gap between HOMO and LUMO (spin up / spin down) in eV: 7.64 / 4.84
2S+1: 5

Each line ends with the Löwdin charge.
Positions of all 63 atoms, in Å:
I (2.656, -0.498, -2.239)  1.1822
Co (2.047, 0.459, 0.404)  0.2367
Cl (3.365, 4.054, 1.837)  0.6032
Cl (5.912, 3.210, 2.896)  0.6210
Cl (3.634, 1.458, 3.113)  0.6352
S (1.229, 2.629, -0.917)  0.8784
P (-0.214, -0.713, -0.178)  1.0664
O (0.718, 1.445, 1.673)  -0.2070
O (5.863, 2.225, 0.202)  0.0438
O (3.195, -3.050, 2.611)  0.0388
O (3.798, 1.376, 0.167)  -0.2494
N (2.579, -1.171, 1.293)  0.0066
N (0.341, 2.664, 1.577)  -0.1817
C (-0.058, 4.675, 0.338)  -0.0721
C (-0.638, 4.539, 2.644)  -0.0187
C (4.763, 2.034, 0.666)  -0.7944
C (-0.040, -2.123, -2.808)  -0.1627
C (-2.052, -2.209, -1.449)  -0.1037
C (-3.334, 1.866, 0.755)  -0.0769
C (-0.589, 5.267, 1.451)  -0.0465
C (-2.416, 0.824, 0.854)  -0.0846
C (0.444, 3.359, 0.379)  -0.6391
C (-2.605, 2.306, -1.489)  -0.0799
C (1.852, -2.206, -4.375)  -0.1941
C (-1.577, 0.520, -0.212)  -0.3682
C (-0.560, -1.335, 2.541)  -0.1136
C (1.153, -3.050, -5.257)  -0.0703
C (-2.051, -3.400, -3.501)  -0.0277
C (4.459, 2.644, 2.087)  -1.4647
C (2.890, -2.102, 1.956)  -0.5195
C (1.290, -1.758, -3.212)  -0.5791
C (-0.502, -1.835, 1.239)  -0.3553
C (-0.563, -3.568, 3.437)  -0.0750
C (-0.432, -3.217, 1.062)  -0.0844
C (-2.712, -3.026, -2.376)  -0.0524
C (-1.687, 1.272, -1.386)  -0.1366
C (-0.761, -1.761, -1.615)  -0.2876
C (-0.726, -2.970, -3.744)  -0.1558
C (-0.176, 3.251, 2.686)  -0.0035
C (-3.428, 2.612, -0.411)  -0.0861
C (-0.113, -3.414, -4.943)  -0.0383
C (-0.461, -4.075, 2.152)  -0.0677
C (-0.609, -2.195, 3.628)  -0.0688
H (-2.680, 2.870, -2.410)  0.1085
H (-1.056, 1.033, -2.238)  0.1028
H (-4.147, 3.418, -0.486)  0.1031
H (-0.576, -4.238, 4.287)  0.1058
H (-2.369, 0.242, 1.766)  0.0933
H (-2.524, -4.036, -4.240)  0.1163
H (-3.984, 2.085, 1.593)  0.1051
H (-0.653, -1.787, 4.630)  0.1057
H (-0.959, 6.282, 1.410)  0.1171
H (-0.514, -0.268, 2.715)  0.0805
H (-2.587, -1.929, -0.550)  0.1121
H (-0.687, -4.055, -5.601)  0.1147
H (2.859, -1.905, -4.628)  0.0707
H (-0.386, -5.143, 1.993)  0.1078
H (-1.034, 4.975, 3.551)  0.1203
H (-0.170, 2.623, 3.562)  0.1476
H (-0.336, -3.636, 0.070)  0.1045
H (1.628, -3.389, -6.168)  0.1105
H (0.016, 5.199, -0.604)  0.1159
H (-3.727, -3.352, -2.187)  0.1111

Cartesian forces, eV/Å:
0.15 0.12 0.06
-0.15 0.16 0.10
0.00 -0.01 -0.02
-0.04 -0.02 -0.03
0.03 0.07 0.03
-0.04 -0.02 0.12
-0.04 -0.20 -0.08
0.15 -0.04 0.22
-0.13 0.14 -0.07
-0.08 0.23 -0.12
-0.19 0.12 -0.32
-0.02 0.00 0.06
-0.11 0.14 -0.13
-0.01 0.01 0.05
0.03 -0.09 0.10
0.31 -0.38 0.11
0.05 -0.09 -0.10
-0.07 0.01 0.04
0.04 -0.02 -0.02
-0.01 0.03 -0.09
-0.02 0.00 0.01
0.11 -0.08 0.04
0.00 -0.03 0.02
-0.15 -0.19 -0.18
0.03 0.01 0.00
0.06 0.07 0.02
0.13 0.06 -0.01
0.02 -0.02 -0.04
-0.05 0.12 0.15
0.03 -0.30 0.13
-0.03 0.06 0.13
0.02 -0.07 -0.08
0.01 0.00 -0.02
-0.04 0.01 0.01
-0.03 0.01 0.03
-0.02 0.00 -0.02
0.13 0.13 -0.04
0.03 0.02 0.05
-0.05 0.10 -0.11
0.03 -0.02 0.00
-0.10 -0.02 0.03
0.00 0.01 0.01
0.00 0.03 -0.03
0.01 -0.01 0.02
-0.01 0.01 0.02
0.01 -0.01 0.00
0.00 0.01 -0.01
-0.02 0.02 -0.02
0.02 0.01 0.02
0.01 -0.01 -0.01
0.00 0.00 -0.01
0.01 -0.01 0.01
0.00 -0.06 -0.01
0.00 0.00 -0.01
0.00 0.01 0.02
-0.01 -0.01 -0.02
0.00 0.02 0.00
0.00 -0.01 -0.01
0.00 -0.03 0.00
0.00 0.00 -0.01
-0.01 0.01 0.02
0.01 -0.02 0.00
0.01 0.01 0.01

Number 1: strongest force on any atom 0.685 eV/Å. Number 2: strongest force on any atom 2.983 eV/Å. Number 3: strongest force on any atom 0.454 eV/Å. Number 4: strongest force on any atom 0.498 eV/Å.